Density functional theory data (ωB97M-V/def2-TZVPD) for a cluster of 2 separate species, CBr2F4Si in total at a distorted geometry.

Cartesian coordinates (Å):
Si 0.474 0.582 -0.640
F -1.919 0.283 0.782
F -0.243 0.878 -2.028
F -1.287 -1.504 -0.364
Br 0.838 2.558 0.311
C -0.909 -0.487 0.409
F -0.465 -1.028 1.504
Br 3.513 -1.281 0.025

HOMO (spin up / spin down) ... -10.879 / -9.748 eV
Frontier orbital gap (spin up / spin down) ... 8.02 / 6.14 eV
Energy relative to the best compared isomer or geometry (same formula, charge and spin) ... 72.4 kcal per mole
2S+1 ... 1